Entry w
The following is a quantum chemistry calculation of a structure of composition H3O4P, from OMol25.

Its orbital gap (spin up / spin down) is 6.743 / 6.745 eV. The HOMO energy (spin up / spin down) is -7.9639 / -7.9651 eV. As for the spin multiplicity: 1. As for the net charge: 0.

Last column: natural (NBO) charge in e.
Geometry (Å):
O1 -1.869 -1.829 0.272  -0.44
O2 0.502 0.762 0.808  -0.48
O3 -0.853 -1.444 -0.630  -0.51
O4 1.784 0.341 1.201  -0.54
P1 -0.721 0.192 -0.896  1.05
H1 -2.280 -2.583 -0.079  0.47
H2 0.060 0.548 1.558  0.49
H3 0.449 -0.280 -1.458  -0.04

Entry x
The following is a quantum chemistry calculation of the molecule H3O4P, from OMol25.

Its orbital gap is 10.262 eV. The HOMO energy is -9.5695 eV. As for the spin multiplicity: 1. As for the net charge: 0.

Last column: natural (NBO) charge in e.
Geometry (Å):
O1 0.529 0.984 1.808  -0.47
O2 -0.124 0.859 0.532  -0.57
P1 -0.725 -0.818 0.072  1.61
O3 0.707 -1.334 -0.572  -1.09
O4 -1.431 -0.281 -1.271  -0.99
H1 0.267 1.853 2.099  0.46
H2 1.674 -1.065 -0.640  0.55
H3 -0.898 -0.198 -2.027  0.51

Top of the stability list: entry x, leading by 0.2574 hartree.

Entry w
The following is a quantum chemistry calculation of the molecule C3H8N2S, from OMol25.

Its orbital gap is 9.481 eV. The HOMO energy is -8.5410 eV. As for the spin multiplicity: 1. As for the net charge: 0.

Last column: natural (NBO) charge in e.
Geometry (Å):
C1 -3.161 -0.588 -0.229  -0.09
N1 -2.048 -0.242 0.229  -0.57
S1 -1.471 1.330 0.022  0.35
C2 0.218 0.889 0.627  -0.51
C3 0.852 0.014 -0.421  -0.23
N2 2.085 -0.475 0.237  -0.85
H1 -3.405 -1.589 0.195  0.19
H2 -3.859 0.068 -0.864  0.16
H3 0.567 1.892 0.895  0.23
H4 -0.017 0.394 1.498  0.23
H5 0.393 -0.908 -0.692  0.22
H6 1.225 0.736 -1.311  0.17
H7 2.691 0.280 0.546  0.34
H8 2.728 -0.998 -0.341  0.36

Entry x
The following is a quantum chemistry calculation of the molecule C3H8N2S, from OMol25.

Its orbital gap is 8.439 eV. The HOMO energy is -7.5682 eV. As for the spin multiplicity: 1. As for the net charge: 0.

Last column: natural (NBO) charge in e.
Geometry (Å):
C1 -1.310 0.400 1.646  -0.42
N1 -0.088 0.892 1.049  -0.42
C2 0.491 1.975 1.681  -0.39
C3 0.349 0.275 -0.064  0.27
N2 -0.367 -0.672 -0.650  -0.68
S1 0.500 -1.472 -1.916  0.13
H1 -1.893 -0.127 0.903  0.25
H2 -1.812 1.269 2.188  0.19
H3 -1.076 -0.357 2.351  0.19
H4 1.028 2.521 0.871  0.21
H5 1.182 1.765 2.523  0.18
H6 -0.211 2.629 2.199  0.20
H7 1.336 0.591 -0.456  0.16
H8 -0.544 -2.183 -2.288  0.11

Top of the stability list: entry x, leading by 0.0226 hartree.

Entry w
The following is a quantum chemistry calculation of a structure of composition C2H10N4, from OMol25.

Its orbital gap is 8.913 eV. The HOMO energy is -7.9339 eV. As for the spin multiplicity: 1. As for the net charge: 0.

Last column: natural (NBO) charge in e.
Geometry (Å):
C1 -1.220 0.331 0.446  -0.02
C2 1.768 0.996 -0.213  -0.44
N1 0.963 -0.022 0.432  -0.15
N2 -0.530 -0.294 -0.566  -0.53
N3 1.671 -1.202 0.547  -0.64
N4 -2.799 -0.334 0.037  -0.91
H1 -0.482 0.299 -1.396  0.34
H2 1.154 -1.864 1.112  0.36
H3 1.912 -1.623 -0.353  0.33
H4 -3.095 -0.127 -0.915  0.34
H5 -2.770 -1.346 0.135  0.35
H6 -1.400 1.403 0.359  0.17
H7 -1.110 -0.018 1.469  0.21
H8 1.198 1.924 -0.241  0.20
H9 2.671 1.163 0.379  0.22
H10 2.072 0.714 -1.233  0.17

Entry x
The following is a quantum chemistry calculation of the molecule C2H10N4, from OMol25.

Its orbital gap is 9.773 eV. The HOMO energy is -8.6193 eV. As for the spin multiplicity: 1. As for the net charge: 0.

Last column: natural (NBO) charge in e.
Geometry (Å):
C1 -1.429 0.848 -0.914  -0.44
N1 -0.364 1.505 0.057  -0.61
C2 -0.211 0.651 1.197  -0.08
N2 0.073 -0.727 0.784  -0.52
N3 1.446 -0.966 0.411  -0.33
N4 1.572 -1.589 -0.846  -0.66
H1 -2.379 1.080 -0.420  0.20
H2 -1.423 -0.216 -1.193  0.20
H3 -1.346 1.421 -1.841  0.20
H4 0.527 1.566 -0.435  0.34
H5 0.593 1.048 1.841  0.17
H6 -1.162 0.624 1.741  0.19
H7 -0.148 -1.387 1.529  0.35
H8 1.945 -0.085 0.362  0.33
H9 1.369 -2.572 -0.727  0.35
H10 0.938 -1.202 -1.546  0.33

Top of the stability list: entry x, leading by 0.0725 hartree.

Entry w
The following is a quantum chemistry calculation of a structure of composition C6H15N3, from OMol25.

Its orbital gap is 7.394 eV. The HOMO energy is -6.4771 eV. As for the spin multiplicity: 1. As for the net charge: 0.

Last column: natural (NBO) charge in e.
Geometry (Å):
C1 1.373 0.109 0.659  -0.09
C2 0.945 -1.081 1.459  -0.68
C3 0.675 -1.659 -1.448  0.09
N1 1.346 -2.515 -2.249  -0.85
N2 -0.434 -1.100 -1.827  -0.93
H1 2.253 -2.850 -1.981  0.38
H2 1.031 -2.781 -3.185  0.33
H3 -0.826 -1.404 -2.725  0.31
H4 2.218 -0.046 0.001  0.23
H5 1.525 0.997 1.273  0.18
H6 1.446 -1.099 2.432  0.21
H7 1.148 -2.018 0.941  0.26
H8 -0.131 -1.102 1.629  0.22
C4 -2.155 0.800 0.848  -0.65
C5 -0.934 1.618 0.532  0.17
N3 0.003 0.967 -0.282  -0.67
C6 -0.793 2.896 0.899  -0.44
H9 0.557 1.609 -0.836  0.39
H10 -0.429 0.086 -1.106  0.46
H11 -1.877 -0.226 1.090  0.23
H12 -2.696 1.206 1.703  0.22
H13 -2.820 0.748 -0.017  0.23
H14 -1.501 3.367 1.566  0.21
H15 0.077 3.477 0.623  0.20

Entry x
The following is a quantum chemistry calculation of a cluster of 3 separate species, C6H15N3 in total, from OMol25.

Its orbital gap (spin up / spin down) is 6.841 / 7.746 eV. The HOMO energy (spin up / spin down) is -5.9832 / -6.8913 eV. As for the spin multiplicity: 1. As for the net charge: 0.

Last column: natural (NBO) charge in e.
Geometry (Å):
C1 -0.337 0.610 -0.402  0.68
C2 1.585 0.539 1.226  -0.35
C3 0.229 -1.699 0.076  -0.43
C4 2.786 0.582 0.330  -0.67
N1 -0.230 -0.377 0.488  -0.46
N2 -0.922 1.786 -0.014  -0.83
N3 0.292 0.673 -1.623  -0.84
C5 -2.319 -0.744 -0.570  -0.26
C6 -3.244 -0.883 0.360  -0.52
H1 -1.332 1.755 0.906  0.41
H2 -0.452 2.643 -0.261  0.39
H3 -0.148 1.259 -2.316  0.40
H4 0.654 -0.194 -1.984  0.40
H5 1.622 -0.186 2.031  0.18
H6 1.217 1.501 1.566  0.17
H7 -2.501 -0.959 -1.626  0.15
H8 1.232 -1.876 0.469  0.20
H9 -0.451 -2.431 0.506  0.22
H10 0.255 -1.888 -1.003  0.17
H11 3.017 -0.402 -0.089  0.20
H12 3.689 0.902 0.872  0.21
H13 2.647 1.278 -0.501  0.21
H14 -3.026 -0.674 1.406  0.19
H15 -4.264 -1.217 0.154  0.19

Top of the stability list: entry w, leading by 0.0656 hartree.

Entry w
The following is a quantum chemistry calculation of a cluster of 3 separate species, C4H14NO3 in total, from OMol25.

Its orbital gap is 11.434 eV. The HOMO energy is -14.6486 eV. As for the spin multiplicity: 1. As for the net charge: +1.

Last column: natural (NBO) charge in e.
Geometry (Å):
O1 -0.207 -1.385 2.265  -0.50
C1 -1.151 -0.764 1.906  0.44
C2 -1.118 -0.338 0.343  -0.10
N1 0.416 -0.687 -0.066  -0.51
C3 0.585 -1.992 -0.602  -0.44
C4 -1.292 1.213 0.385  -0.64
H1 -2.037 -0.318 2.478  0.19
H2 -1.690 -0.694 -0.368  0.22
H3 0.841 0.042 -0.456  0.44
H4 0.807 -0.739 0.882  0.44
H5 0.378 -2.031 -1.594  0.23
H6 -0.217 -2.681 -0.065  0.23
H7 1.470 -2.567 -0.161  0.26
H8 -0.614 1.416 1.224  0.21
H9 -2.435 1.426 0.441  0.26
H10 -0.979 1.592 -0.551  0.26
H11 2.053 2.691 0.173  0.50
H12 2.037 2.425 -1.296  0.48
O2 1.834 1.978 -0.494  -0.97
H13 -0.296 1.012 -3.467  0.51
H14 1.078 1.044 -2.586  0.47
O3 0.193 1.091 -2.569  -0.98

Entry x
The following is a quantum chemistry calculation of a cluster of 2 separate species, C4H14NO3 in total, from OMol25.

Its orbital gap is 10.999 eV. The HOMO energy is -14.1286 eV. As for the spin multiplicity: 1. As for the net charge: +1.

Last column: natural (NBO) charge in e.
Geometry (Å):
C1 2.088 0.007 -1.709  -0.08
O1 2.152 1.364 -1.331  -0.71
C2 0.743 -0.624 -1.214  -0.07
C3 0.661 -0.533 0.331  -0.47
C4 -0.759 -0.349 0.953  -0.07
O2 -1.735 -1.023 0.161  -0.74
N1 -0.340 0.208 -1.860  -0.70
H1 2.873 -0.671 -1.393  0.21
H2 2.042 0.089 -2.802  0.19
H3 2.305 1.435 -0.370  0.48
H4 0.634 -1.663 -1.502  0.23
H5 1.401 0.143 0.750  0.22
H6 0.913 -1.527 0.715  0.24
H7 -1.006 0.715 0.952  0.19
H8 -0.794 -0.728 1.972  0.22
H9 -1.540 -1.971 0.112  0.49
H10 -1.242 -0.012 -1.423  0.48
H11 -0.134 1.150 -1.495  0.44
H12 -0.177 0.225 -2.859  0.45
H13 -2.289 1.881 4.278  0.48
H14 -3.361 0.939 3.744  0.47
O3 -2.435 0.945 3.989  -0.95

Top of the stability list: entry x, leading by 0.0673 hartree.

Entry w
The following is a quantum chemistry calculation of the ion C4H10O2 with charge +1, from OMol25.

Its orbital gap (spin up / spin down) is 12.941 / 4.525 eV. Its expectation value of S² is 0.755. The HOMO energy (spin up / spin down) is -16.0883 / -14.6848 eV. As for the spin multiplicity: 2. As for the net charge: +1.

Last column: natural (NBO) charge in e.
Geometry (Å):
C1 -0.283 -1.044 -1.005  -0.07
O1 -0.241 -2.419 -1.343  -0.48
C2 0.876 -0.453 -0.144  -0.38
C3 1.068 1.077 0.177  -0.41
C4 -0.237 1.775 0.696  -0.08
O2 -1.120 1.024 1.645  -0.59
H1 -1.335 -0.873 -0.636  0.26
H2 -0.206 -0.375 -1.928  0.21
H3 -0.133 -2.332 -2.309  0.51
H4 0.638 -0.937 0.858  0.26
H5 1.841 -0.906 -0.526  0.28
H6 1.693 1.177 1.133  0.29
H7 1.368 1.530 -0.834  0.26
H8 0.111 2.833 1.113  0.23
H9 -0.886 1.960 -0.186  0.22
H10 -0.748 0.957 2.558  0.50

Entry x
The following is a quantum chemistry calculation of a cluster of 3 separate species, C4H10O2 in total, from OMol25.

Its orbital gap (spin up / spin down) is 7.986 / 4.534 eV. Its expectation value of S² is 0.779. The HOMO energy (spin up / spin down) is -13.3774 / -13.3774 eV. As for the spin multiplicity: 2. As for the net charge: +1.

Last column: natural (NBO) charge in e.
Geometry (Å):
C1 1.920 1.993 -0.282  -0.06
C2 1.328 2.521 0.792  -0.11
C3 0.694 1.749 1.866  -0.17
C4 0.528 2.345 3.026  -0.09
H1 1.717 0.990 -0.616  0.21
H2 2.667 2.268 -0.979  0.25
H3 1.605 3.558 0.944  0.24
H4 0.404 0.731 1.709  0.26
H5 -0.061 1.858 3.791  0.23
H6 0.725 3.382 3.474  0.25
H7 0.921 -3.462 -3.588  0.47
H8 2.167 -2.695 -3.583  0.46
O1 1.309 -2.567 -3.932  -0.93
H9 -4.737 -2.868 -0.147  0.47
H10 -5.407 -4.213 -0.415  0.46
O2 -4.662 -3.832 -0.193  -0.93

Top of the stability list: entry x, leading by 0.0160 hartree.

Entry w
The following is a quantum chemistry calculation of the ion C3H3N2O with charge +1, from OMol25.

Its orbital gap (spin up / spin down) is 8.358 / 8.361 eV. The HOMO energy (spin up / spin down) is -15.6553 / -15.6593 eV. As for the spin multiplicity: 1. As for the net charge: +1.

Last column: natural (NBO) charge in e.
Geometry (Å):
O1 1.974 0.837 -0.059  -0.25
N1 0.876 1.118 0.481  0.04
C1 -0.292 0.718 0.135  0.04
N2 -0.317 -0.302 -0.676  -0.29
C2 0.538 -1.209 -1.164  0.33
C3 -0.846 -1.431 -0.683  0.18
H1 0.646 1.910 1.332  0.42
H2 -1.221 0.494 0.747  0.25
H3 -1.359 -2.135 -0.112  0.28

Entry x
The following is a quantum chemistry calculation of a cluster of 2 separate species, C3H3N2O in total, from OMol25.

Its orbital gap is 10.877 eV. The HOMO energy is -17.6868 eV. As for the spin multiplicity: 1. As for the net charge: +1.

Last column: natural (NBO) charge in e.
Geometry (Å):
C1 0.253 -0.067 -0.397  -0.03
C2 -0.583 0.561 0.456  -0.51
C3 -1.514 1.496 0.113  0.93
N1 -4.693 -1.202 0.029  0.09
N2 -3.669 -0.813 -0.028  -0.08
O1 -2.294 2.264 -0.123  -0.21
H1 0.956 -0.795 -0.021  0.26
H2 0.251 0.126 -1.460  0.24
H3 -0.557 0.349 1.529  0.32

Top of the stability list: entry x, leading by 0.3237 hartree.

Entry w
The following is a quantum chemistry calculation of the molecule C2H7N3, from OMol25.

Its orbital gap is 10.169 eV. The HOMO energy is -9.1484 eV. As for the spin multiplicity: 1. As for the net charge: 0.

Last column: natural (NBO) charge in e.
Geometry (Å):
H1 -1.014 -1.477 0.662  0.32
N1 -1.685 -0.878 0.156  -0.75
C1 -1.160 0.384 -0.204  0.26
N2 0.012 1.036 -0.119  -0.46
N3 1.098 0.373 0.526  -0.46
C2 1.417 -0.786 -0.364  -0.46
H2 -1.812 0.907 -0.779  0.16
H3 0.020 2.023 -0.158  0.40
H4 0.704 0.191 1.406  0.34
H5 0.392 -1.310 -0.709  0.22
H6 2.139 -1.429 0.153  0.21
H7 2.061 -0.207 -1.109  0.21

Entry x
The following is a quantum chemistry calculation of a cluster of 2 separate species, C2H7N3 in total, from OMol25.

Its orbital gap is 10.313 eV. The HOMO energy is -9.6681 eV. As for the spin multiplicity: 1. As for the net charge: 0.

Last column: natural (NBO) charge in e.
Geometry (Å):
H1 -0.309 -3.548 -0.008  0.32
N1 0.555 -3.161 0.345  -0.68
C1 0.807 -2.044 -0.229  0.27
N2 0.071 -1.480 -1.280  -0.84
H2 1.752 -1.604 -0.031  0.16
H3 -0.951 -1.702 -1.218  0.38
H4 0.172 -0.501 -1.589  0.39
C2 -0.770 2.598 0.754  -0.04
N3 -0.050 3.604 0.739  -0.61
H5 -1.882 2.692 0.541  0.17
H6 -0.278 1.598 0.909  0.14
H7 0.884 3.548 1.067  0.34

Top of the stability list: entry x, leading by 0.0456 hartree.